The following is a quantum chemistry calculation of the molecule C24H35N3O3, from the Open Molecules 2025 dataset.

Results
Maximum force ... 0.481 eV Å⁻¹
ΔE to the lowest compared entry with this formula, charge and spin ... 14.8 kcal per mole
Energy ... -36070.058 eV
Orbital gap ... 8.80 eV

Geometry as XYZ:
```
65
Properties=species:S:1:pos:R:3:nbo_charge:R:1
C -2.47324 -2.96046 -1.64873 -0.633
C -3.52516 -2.25461 -0.84752 -0.023
C -4.07549 -2.84770 0.28315 -0.220
C -5.05920 -2.19875 1.00648 -0.196
C -5.49451 -0.94180 0.62349 -0.232
C -4.95133 -0.32765 -0.49658 -0.007
C -5.36982 1.05455 -0.92161 -0.527
C -4.13892 1.87929 -1.28212 0.700
O -3.92426 2.21711 -2.43156 -0.636
N -3.28664 2.19228 -0.27848 -0.447
C -3.40254 1.83750 1.11506 -0.212
C -2.37835 0.76447 1.48933 -0.416
C -0.95462 1.22415 1.13857 -0.028
N -0.00690 0.21817 1.57484 -0.464
C 1.28240 0.65771 2.04822 -0.199
C 2.36017 0.76030 0.95959 -0.411
C 2.50643 -0.59295 0.25316 -0.318
C 3.49514 -0.45742 -0.89806 0.706
O 3.12146 -0.19936 -2.02744 -0.640
N 4.81294 -0.63190 -0.62413 -0.443
C 5.45552 -0.79052 0.66005 -0.242
C 6.38374 0.40869 0.90878 -0.076
O 7.33212 0.54499 -0.11970 -0.522
C 6.70099 0.71267 -1.37187 -0.078
C 5.78647 -0.47160 -1.69014 -0.259
C 1.13907 -1.01387 -0.28979 -0.406
C 0.09159 -1.01902 0.83111 -0.221
C -0.92115 1.63126 -0.34449 -0.427
C -1.97426 2.70778 -0.61040 -0.225
C -3.97806 -0.99931 -1.22764 -0.187
H -2.94416 -3.59355 -2.40141 0.225
H -1.83155 -2.24939 -2.16416 0.220
H -1.86004 -3.59526 -1.01231 0.216
H -3.73093 -3.82296 0.59564 0.210
H -5.48500 -2.67098 1.87974 0.213
H -6.25928 -0.43871 1.19875 0.209
H -5.96595 1.54342 -0.14980 0.225
H -5.97376 0.99407 -1.83076 0.251
H -4.40632 1.48732 1.34345 0.216
H -3.21158 2.74292 1.70630 0.190
H -2.43721 0.55335 2.55722 0.218
H -2.61582 -0.15229 0.95111 0.217
H -0.74124 2.12051 1.73568 0.189
H 1.61961 -0.07305 2.79613 0.182
H 1.16866 1.62060 2.55091 0.201
H 2.07939 1.51478 0.22313 0.210
H 3.30424 1.06723 1.41526 0.202
H 2.84496 -1.34846 0.96859 0.204
H 4.73184 -0.86527 1.46762 0.216
H 6.06125 -1.70534 0.63602 0.199
H 6.94926 0.27098 1.83197 0.197
H 5.77855 1.32648 0.98514 0.162
H 7.50144 0.79363 -2.10803 0.199
H 6.10931 1.64059 -1.37139 0.167
H 5.24397 -0.30403 -2.62079 0.255
H 6.38318 -1.38725 -1.76527 0.193
H 0.85840 -0.32769 -1.08729 0.226
H 1.20793 -2.01389 -0.72225 0.212
H 0.35947 -1.80360 1.55177 0.185
H -0.88640 -1.26873 0.42104 0.211
H 0.06141 2.01467 -0.61943 0.214
H -1.14691 0.76669 -0.96982 0.206
H -1.98356 2.98864 -1.66473 0.252
H -1.77345 3.59719 -0.00267 0.184
H -3.56330 -0.52664 -2.10692 0.216
```